Entry 1:
Molecular formula: C5H11NO
Method: DFT, ωB97M-V with the def2-TZVPD basis set

```
18
Properties=species:S:1:pos:R:3:forces:R:3:lowdin_charge:R:1
N -1.3013 0.8660 1.2068 -0.6 -2.1 -4.7 0.14
C -1.2009 0.0703 0.0244 0.2 2.1 -1.1 -0.38
C -0.2501 0.2990 -0.9312 0.3 -2.1 -0.1 -0.13
C 0.8676 1.2316 -0.8216 1.2 -0.8 1.4 -0.18
C 2.1751 0.8744 -0.7716 -0.3 1.4 -0.5 -0.01
C -2.3686 -0.8056 -0.3681 1.0 -1.9 1.8 -0.07
H -1.9403 0.6864 1.8852 -2.1 -0.8 2.0 0.04
H -0.5155 1.3211 1.4559 2.9 1.7 1.1 0.03
H -0.1280 -0.5300 -1.6922 -0.4 1.2 0.7 0.12
H 0.5579 2.2156 -0.5104 0.3 0.6 -0.1 0.09
H 3.0516 1.4988 -0.6077 -0.7 0.9 0.2 0.06
H 2.5970 -0.0581 -1.0192 -0.5 -1.6 -0.4 0.04
H -1.9884 -1.6981 -0.9482 -0.2 1.0 0.6 0.08
H -3.0461 -0.2850 -1.0943 -0.1 -0.4 1.6 0.09
H -2.6413 -1.2616 0.6937 -0.9 0.9 -2.5 0.11
H 2.1844 -0.7493 0.8626 -0.1 -0.5 0.2 0.00
H 1.5653 -2.0314 1.4462 -1.1 -0.4 0.3 0.01
O 2.3817 -1.6440 1.1898 1.2 0.8 -0.4 -0.05
```
Forces are in eV/Å.

Output
- Molar mass: 101.15 g/mol
- HOMO-LUMO gap: 8.7729 eV
- HOMO energy: -8.0 eV
- Energy relative to the best compared isomer or geometry (same formula, charge and spin): 66.7 kcal/mol
- SMILES: C=C/C=C(/C)N.O

---

Entry 2:
Molecular formula: C17H19N
Method: DFT, ωB97M-V with the def2-TZVPD basis set

```
37
Properties=species:S:1:pos:R:3:forces:R:3:lowdin_charge:R:1
C 0.0454 0.6638 -2.5358 -0.2 0.0 -0.2 -0.19
C 0.5519 0.5650 -3.9967 0.1 0.1 0.2 -0.09
C 0.8447 -0.1697 -1.5812 -0.3 0.3 -0.3 -0.21
C 2.0940 0.0783 -1.1287 0.0 -0.1 -0.1 -0.06
C 0.4588 -1.4533 -1.0615 -0.3 0.2 0.0 -0.15
C 1.5312 -1.9243 -0.2960 0.4 -0.1 0.5 -0.23
C -0.7202 -2.1976 -1.1477 -0.4 -0.7 -0.1 -0.04
C 1.4991 -3.1411 0.3897 -0.5 0.0 -0.6 -0.01
C -0.7508 -3.4422 -0.5494 0.9 -0.4 -0.1 -0.10
C 0.3784 -3.9137 0.1451 0.1 -0.2 0.6 -0.10
N 2.5543 -1.0012 -0.3842 0.0 0.3 0.4 0.07
H 0.0121 1.7095 -2.2196 0.2 -0.1 0.1 0.11
H -0.9967 0.3455 -2.4926 0.0 -0.1 0.0 0.10
H -0.1681 0.1096 -4.6711 -0.2 0.0 0.0 0.06
H 2.7293 0.9188 -1.3577 0.1 0.0 0.2 0.13
H 3.1838 -0.8646 0.3906 0.2 -0.1 -0.2 0.15
H -1.6128 -1.8750 -1.6756 0.3 0.3 -0.1 0.11
H 2.2902 -3.5081 1.0310 0.1 0.1 -0.2 0.11
H -1.5498 -4.1610 -0.6573 -0.4 0.3 -0.1 0.10
H 0.3790 -4.9285 0.5248 -0.2 0.1 0.2 0.10
H 1.4568 -0.0407 -4.0375 0.0 0.1 0.0 0.07
H 0.7896 1.5543 -4.3899 0.0 -0.1 -0.1 0.06
C 0.8465 2.7594 2.8203 0.2 0.1 -0.6 -0.06
C -0.3600 0.9129 1.5764 0.7 -0.5 0.7 -0.05
C -0.3906 2.1478 2.2152 -0.3 0.3 0.2 -0.28
C -1.5155 0.1973 1.3293 -0.8 0.4 -0.1 -0.07
C -1.6266 2.7727 2.4006 0.4 -0.5 0.1 -0.06
C -2.7494 0.7910 1.6056 0.5 -0.3 -0.5 -0.09
C -2.7892 2.0789 2.0992 -0.3 0.7 0.0 -0.10
H 0.6143 0.4469 1.4252 -0.2 0.0 -0.1 0.10
H -1.5099 -0.7983 0.9087 0.3 0.0 0.0 0.09
H 1.7402 2.2568 2.4436 0.0 0.0 0.1 0.07
H 0.8282 2.6687 3.9054 0.0 -0.1 0.0 0.08
H -1.6381 3.7689 2.8271 -0.2 0.0 0.0 0.11
H -3.6559 0.2705 1.3330 -0.1 0.0 0.2 0.10
H -3.7409 2.5810 2.2269 -0.1 -0.1 0.1 0.10
H 0.9469 3.8218 2.5847 -0.1 0.0 0.0 0.08
```
Forces are in eV/Å.

Output
- Molar mass: 237.35 g/mol
- HOMO-LUMO gap: 8.7122 eV
- HOMO energy: -7.9 eV
- Energy relative to the best compared isomer or geometry (same formula, charge and spin): 9.6 kcal/mol
- SMILES: CCc1c[nH]c2ccccc12.Cc1ccccc1

---

Entry 3:
Molecular formula: C25H18Cl3IrN6O4S
Method: DFT, ωB97M-V with the def2-TZVPD basis set

```
58
Properties=species:S:1:pos:R:3:forces:R:3:mulliken_spin:R:1
Ir 0.3654 0.2655 -0.1238 -0.3 0.3 -1.3 0.31
N 0.1153 -2.5206 -2.3098 -0.1 0.1 0.0 0.00
C 0.8365 -2.9050 -1.1788 -0.4 0.0 0.1 0.00
C 1.2903 -4.2281 -1.1312 0.0 0.1 0.0 0.00
C 1.8469 -4.6852 0.0419 0.0 0.0 0.1 0.00
C 1.9273 -3.8317 1.1352 0.0 0.0 0.0 0.00
C 1.4837 -2.5365 0.9821 0.1 0.0 -0.1 0.00
N 0.9624 -2.0750 -0.1624 0.8 0.4 0.1 0.01
C -0.2444 -1.3063 -2.8711 0.3 -0.2 -0.1 0.01
C -0.6918 -1.4090 -4.2039 0.0 0.1 0.0 0.00
C -0.8817 -0.2821 -4.9570 0.0 0.0 0.1 0.00
C -0.5808 0.9472 -4.3784 0.0 0.0 0.0 0.00
C -0.2121 0.9669 -3.0594 0.0 0.0 0.1 0.00
N -0.1196 -0.1225 -2.2589 -0.2 -0.2 0.0 -0.03
H -0.0021 -3.2818 -2.9596 0.0 0.1 0.1 0.00
H 1.1862 -4.8723 -1.9940 0.0 0.0 0.0 0.00
H 2.2011 -5.7052 0.1089 0.0 0.0 0.0 0.00
H 2.3344 -4.1495 2.0825 0.0 0.0 0.0 0.00
H 1.5329 -1.8228 1.7911 0.0 0.0 0.0 0.00
H -0.8405 -2.3934 -4.6280 0.0 0.0 0.0 0.00
H -1.2120 -0.3587 -5.9841 0.0 0.0 0.0 0.00
H -0.6256 1.8746 -4.9281 0.0 0.0 0.0 0.00
H 0.0510 1.8998 -2.5935 0.0 0.0 0.0 0.00
S -1.9790 -1.7619 3.3310 0.0 0.0 0.1 0.00
C -1.3669 -1.1043 1.9871 -0.1 -0.1 -0.2 0.00
N -0.9647 -0.6633 0.9819 -0.2 -0.3 -0.1 -0.01
C -0.8142 1.9402 -0.1395 -0.2 0.4 0.5 -0.01
C -2.2862 1.7207 -0.0103 -0.1 -0.1 0.1 -0.01
C -3.0526 1.4390 -1.1441 0.0 0.0 0.1 0.00
C -4.4143 1.2189 -1.0567 0.0 0.0 0.0 0.00
C -5.0448 1.2867 0.1834 0.0 0.0 0.0 0.00
C -4.3013 1.5852 1.3254 0.0 0.0 -0.1 0.00
C -2.9426 1.8070 1.2208 0.0 -0.1 -0.1 0.00
C -6.4579 1.0588 0.2767 -0.1 0.0 0.0 0.00
N -7.5920 0.8743 0.3396 0.0 0.0 0.0 0.00
H -0.4378 2.5684 0.6577 -0.1 0.2 0.2 0.00
H -0.6780 2.4848 -1.0609 0.3 0.2 -0.2 -0.01
H -2.5725 1.3902 -2.1135 0.0 0.0 0.0 0.00
H -4.9943 0.9978 -1.9435 0.0 0.0 0.0 0.00
H -4.7875 1.6290 2.2907 0.0 0.0 0.0 0.00
H -2.3698 2.0131 2.1112 0.0 0.0 0.0 0.00
O 3.9963 1.9774 -0.7296 -0.1 0.1 0.0 0.00
Cl 2.9334 1.6097 -1.6033 0.7 -0.1 -0.4 0.00
O 2.9194 0.1865 -1.8352 -0.1 0.1 0.0 0.00
O 3.0148 2.3163 -2.8525 -0.1 0.0 0.1 0.00
O 1.6365 1.9955 -0.9686 -0.1 -1.1 0.0 0.00
Cl 4.0416 -0.4577 1.4933 0.1 -0.1 0.2 0.01
C 3.2829 0.4340 2.7858 0.3 0.0 0.1 0.02
C 3.9749 0.7098 3.9413 0.0 -0.1 -0.1 0.01
C 3.3866 1.4560 4.9540 -0.1 0.1 0.1 -0.02
C 2.0916 1.9241 4.7647 0.1 -0.1 0.0 0.01
C 1.4032 1.6525 3.6045 0.0 -0.2 -0.3 0.03
Cl -0.2103 2.2736 3.4306 0.0 0.0 0.0 0.00
C 1.9550 0.8758 2.5385 0.0 0.0 0.0 0.00
N 1.3979 0.5665 1.3954 -0.4 0.5 1.0 0.68
H 4.9873 0.3394 4.0337 0.0 0.0 0.0 0.00
H 3.9249 1.6747 5.8645 0.0 0.0 0.0 0.00
H 1.5977 2.5131 5.5265 0.0 0.0 0.0 0.00
```
Forces are in eV/Å.

Output
- Molar mass: 797.10 g/mol
- HOMO-LUMO gap (spin up / spin down): 6.1669 / 5.7870 eV
- HOMO energy (spin up / spin down): -4.2 / -3.9 eV
- 2S+1: 2
- Total charge: -1
- Energy relative to the best compared isomer or geometry (same formula, charge and spin): 0.0 kcal/mol

---

Entry 4:
Molecular formula: C23H48N3O6
Method: DFT, ωB97M-V with the def2-TZVPD basis set

```
80
Properties=species:S:1:pos:R:3:forces:R:3:lowdin_charge:R:1
C 2.8798 -1.8432 1.5668 0.0 0.0 -0.1 -0.08
C 1.6827 -0.9735 1.9695 -0.2 -0.1 0.0 -0.24
C 1.7438 0.4677 1.4466 0.1 -0.1 0.0 -0.18
C 1.1748 1.5183 2.3992 0.0 0.0 0.1 -0.32
C 1.6599 2.9401 2.0386 0.2 -0.1 -0.1 -0.02
C -0.3271 1.5021 2.5076 0.0 -0.2 -0.1 -0.12
C -0.9961 2.0204 3.5916 0.0 0.2 0.3 0.06
C -2.3889 1.9936 3.6305 0.0 0.0 0.0 -0.04
N -3.1246 1.4747 2.6685 -0.1 0.0 0.1 0.16
N -2.4749 0.9723 1.6438 0.1 0.2 0.2 -0.06
C -3.3340 0.2845 0.6180 -0.1 -0.2 -0.4 -0.14
N -3.7157 -1.0316 0.9964 0.1 0.4 0.6 -0.06
C -4.9684 -1.1754 1.7658 0.0 0.0 0.0 -0.09
C -1.1533 0.9676 1.5242 0.0 -0.1 -0.3 0.07
H 3.6067 -1.9231 2.3744 0.0 0.1 0.0 0.08
H 3.3925 -1.4207 0.7011 0.0 0.0 0.0 0.08
H 2.5681 -2.8519 1.2929 0.0 0.0 0.1 0.06
H 0.7777 -1.4511 1.5849 -0.1 0.0 0.1 0.07
H 1.5798 -0.9582 3.0584 0.0 -0.1 0.0 0.11
H 2.7778 0.7492 1.2347 0.0 0.0 0.1 0.12
H 1.2297 0.5170 0.4813 0.2 0.2 -0.1 0.11
H 1.5373 1.2618 3.4005 0.0 0.1 0.0 0.15
H 2.5562 3.1747 2.6129 0.0 0.0 -0.1 0.09
H 1.9383 2.9754 0.9837 -0.2 0.1 0.0 0.08
H 0.9196 3.7140 2.2367 0.0 0.0 0.0 0.08
H -0.4467 2.4495 4.4212 0.0 0.0 0.0 0.14
H -2.9432 2.4017 4.4653 0.0 0.0 0.0 0.13
H -2.7239 0.2804 -0.2866 0.0 0.0 0.0 0.13
H -4.2032 0.9219 0.4784 0.0 0.0 -0.1 0.14
H -2.9540 -1.4587 1.5104 0.0 -0.4 -0.4 0.08
H -5.4802 -0.2188 1.8665 0.0 0.0 -0.1 0.08
H -4.7817 -1.5485 2.7733 0.0 0.0 0.0 0.08
H -5.6208 -1.8821 1.2563 -0.1 0.0 0.0 0.08
H -0.7682 0.5174 0.6185 0.0 0.0 0.1 0.14
C -1.4888 -3.8768 2.7191 -0.1 0.0 0.0 -0.11
O -1.5197 -4.5762 1.5044 0.2 -0.1 0.0 -0.17
C -1.1893 -3.8018 0.3668 -0.3 0.1 0.1 -0.21
C -0.4007 -4.5924 -0.6479 -0.1 0.0 -0.1 -0.18
O 0.9271 -4.8616 -0.2510 0.1 0.1 0.0 -0.13
C 1.1486 -5.9207 0.6672 0.1 -0.1 0.1 -0.18
C 1.0038 -7.2999 0.0725 0.0 -0.2 0.0 -0.21
O -0.3564 -7.6158 -0.1501 0.0 0.2 -0.1 -0.20
C -0.5688 -8.4811 -1.2444 0.0 -0.1 0.1 -0.11
H -2.3373 -3.1810 2.8146 0.0 0.0 0.0 0.07
H -1.5611 -4.6067 3.5227 0.0 0.0 0.0 0.10
H -0.5544 -3.3145 2.8382 0.0 0.0 0.0 0.08
H -0.5990 -2.9238 0.6658 0.0 0.0 0.0 0.10
H -2.1158 -3.4500 -0.1092 0.0 0.1 0.0 0.12
H -0.3047 -3.9592 -1.5342 -0.1 0.0 0.0 0.13
H -0.9400 -5.4977 -0.9331 0.0 0.0 0.1 0.13
H 0.5197 -5.8214 1.5557 0.0 0.0 -0.1 0.12
H 2.1918 -5.8081 0.9709 0.0 0.0 0.0 0.13
H 1.4419 -8.0198 0.7766 0.1 0.0 -0.1 0.13
H 1.5695 -7.3502 -0.8648 0.0 0.0 0.0 0.13
H -0.0634 -8.1154 -2.1449 0.0 0.0 0.0 0.09
H -1.6406 -8.5122 -1.4291 0.0 0.0 0.0 0.09
H -0.2181 -9.4967 -1.0328 0.0 0.0 0.0 0.09
C 1.8659 8.0632 -4.1161 0.0 0.0 -0.1 -0.11
O 1.7736 6.6584 -4.2061 -0.1 -0.1 0.2 -0.20
C 2.9570 5.9773 -3.8417 0.1 0.1 -0.2 -0.21
C 2.6441 4.6574 -3.1812 0.1 -0.1 -0.1 -0.18
O 2.0968 4.7769 -1.8771 0.0 -0.1 0.1 -0.13
C 0.7383 5.1442 -1.7539 0.0 0.2 0.1 -0.19
C -0.2356 4.0378 -2.0844 -0.2 -0.1 0.0 -0.22
O -0.3242 3.8201 -3.4748 0.2 0.0 0.0 -0.19
C -0.5595 2.4824 -3.8399 -0.1 0.0 0.0 -0.11
H 2.4925 8.4809 -4.9112 0.0 0.0 0.0 0.09
H 0.8584 8.4611 -4.2202 0.0 0.0 0.0 0.09
H 2.2724 8.3743 -3.1477 0.0 0.0 0.0 0.09
H 3.5601 6.5896 -3.1616 0.0 0.0 0.0 0.13
H 3.5591 5.7703 -4.7367 0.1 0.1 0.0 0.13
H 3.5935 4.1370 -3.0377 0.0 0.0 0.0 0.13
H 2.0119 4.0449 -3.8274 -0.1 0.1 0.0 0.12
H 0.5012 6.0462 -2.3221 0.0 -0.1 -0.1 0.13
H 0.6188 5.3755 -0.6913 -0.1 0.0 0.0 0.12
H -1.2269 4.3176 -1.6978 0.0 -0.1 0.1 0.13
H 0.0933 3.1194 -1.5758 0.0 0.0 0.0 0.11
H 0.1568 1.8057 -3.3573 0.0 0.0 0.0 0.08
H -0.4336 2.4121 -4.9179 0.0 0.0 0.0 0.09
H -1.5780 2.1629 -3.5851 0.0 0.0 0.0 0.08
```
Forces are in eV/Å.

Output
- Molar mass: 462.65 g/mol
- HOMO-LUMO gap: 6.5489 eV
- HOMO energy: -11.1 eV
- Total charge: +1